No. 1
The following is a quantum chemistry calculation of the molecule C4H7NO, from the OMol25 dataset.

```
! RIJCOSX wB97M-V def2-TZVPD def2/J DEFGRID3
* xyz 0 1
O 1.1146 1.9920 -0.2550
N -1.3226 -1.1987 -0.0578
C 1.0700 -0.3979 0.0659
C 1.7189 0.9657 -0.0561
C -1.4332 0.2552 -0.1683
C -0.3366 -0.3514 0.6111
H 1.7144 -1.0586 0.6586
H -2.2207 0.7708 0.3776
H 1.0344 -0.8312 -0.9442
H 2.8264 0.9792 0.0251
H -0.4058 -0.2603 1.6951
H -1.9986 -1.5610 0.6082
H -1.2193 0.6664 -1.1508
*
```

Properties
HOMO-LUMO gap ... 10.72 eV
Energy relative to the best compared isomer or geometry (same formula, charge and spin) ... 48.8 kcal/mol
Highest occupied orbital energy ... -9.7 eV

***

No. 2
The following is a quantum chemistry calculation of a structure of composition C44H47N6O5PRbS2, from the OMol25 dataset.

```
! RIJCOSX wB97M-V def2-TZVPD def2/J DEFGRID3
* xyz -1 1
Rb 0.4188 -0.1560 0.7863
S -2.2058 2.9602 3.2441
S 1.3432 0.3971 -2.5208
P -1.8941 -1.7313 -1.1075
O 1.1255 1.6892 -1.8702
O -3.4164 1.6987 0.7466
O 1.5036 -1.4407 5.6695
O 1.0716 -0.7013 -1.5906
O 0.7094 0.2487 -3.8146
N -1.4979 3.8903 0.2793
N 0.7394 2.8846 1.8510
N -3.2676 0.4002 0.2960
N 3.3845 0.1554 1.5286
N 1.5673 -0.9453 3.4134
N -1.1994 -0.5074 3.5190
C 5.7952 0.0864 -3.5326
C 0.6523 -5.0544 -3.0534
C -5.0718 -4.3406 -0.5381
C -3.2005 -0.2992 4.8246
C -0.5435 -4.1535 -1.1758
C 4.9052 -1.6193 1.9685
C -0.6015 -3.0089 -3.2828
C 5.3000 -0.1650 0.1209
C 0.9776 -1.1039 4.5785
C 3.6534 -0.9513 -3.0931
C -2.5805 4.5596 0.9731
C -3.5260 -2.4628 -0.6400
C 0.5915 3.5378 3.1323
C 0.2248 -3.9855 -3.8252
C 4.1412 0.4965 0.4865
C 7.2504 -0.0206 -3.8999
C 3.8728 1.4331 -2.9453
C -1.1431 -0.8782 5.8773
C -2.3984 4.5950 2.4926
C 3.7627 -0.8799 2.2824
C -6.0105 -3.5647 0.1175
C 0.2692 -5.1348 -1.7207
C -5.7172 -2.2401 0.3861
C 5.2156 1.3263 -3.2797
C -4.4936 -1.6704 0.0267
C -3.8236 -0.4699 -4.5177
C -3.3593 -1.2509 -3.4708
C 3.0897 0.2939 -2.8587
C -2.4955 -0.6119 5.9770
C -2.1020 0.6074 -2.6270
C 0.9849 3.7223 0.6942
C -2.5580 1.3904 -3.6770
C -0.5229 -0.8186 4.6289
C -2.5040 -0.2632 3.6277
C -3.4217 0.8567 -4.6190
C -1.0141 -3.0932 -1.9559
C -0.5516 3.0014 3.9831
C -3.8534 -3.7907 -0.9103
C -0.2196 4.5918 0.3136
C 5.6811 -1.2596 0.8825
C 4.9951 -1.0484 -3.4279
C -4.3480 -0.2548 0.3978
C -2.4948 -0.7194 -2.5149
C 2.9807 -1.1959 3.5291
H -1.5463 5.2163 2.7686
H 3.4271 -0.5933 4.3383
H 1.5037 3.4455 3.7393
H -0.3067 5.4212 1.0211
H -3.6678 -2.2871 -3.3953
H -0.5243 -1.1346 6.7250
H 7.5874 -1.0571 -3.8740
H 3.0402 -1.8402 -3.0026
H -2.9954 -0.6457 6.9383
H -2.2134 2.4132 -3.7657
H -0.5791 3.5588 4.9225
H -5.2259 0.2456 0.8105
H 7.4352 0.3625 -4.9062
H 0.5471 -3.8951 -4.8559
H 3.4226 2.3986 -2.7492
H -3.0196 -0.0111 2.7082
H -1.7664 3.6437 -0.6625
H -0.3623 1.9542 4.2341
H 1.2275 3.0619 -0.1381
H -3.5082 4.0307 0.7410
H 5.8556 0.1595 -0.7476
H -3.2751 5.0858 2.9208
H -6.9636 -3.9824 0.4161
H -2.5122 2.0385 0.8281
H 3.7869 1.3388 -0.1004
H 0.0081 5.0602 -0.6521
H -5.2809 -5.3770 -0.7734
H 3.1976 -2.2317 3.8261
H 5.1661 -2.4700 2.5856
H -3.7750 1.4694 -5.4400
H 1.4155 2.1348 1.9070
H -3.1456 -4.4113 -1.4377
H -0.8030 -4.2044 -0.1230
H 7.8767 0.5538 -3.2142
H 6.5667 -1.8301 0.6275
H -4.2597 -0.0772 4.8407
H 5.4325 -2.0257 -3.6030
H 0.6165 -5.9503 -1.0978
H -0.8857 -2.1564 -3.8850
H -2.7242 5.6041 0.6425
H 1.2974 -5.8136 -3.4796
H -4.4950 -0.8961 -5.2534
H 5.8235 2.2232 -3.3400
H 0.4602 4.6110 2.9711
H -6.4473 -1.6209 0.8946
H -1.4210 1.0374 -1.9005
H 1.8395 4.4114 0.8254
*
```

Properties
HOMO-LUMO gap ... 6.89 eV
Energy relative to the best compared isomer or geometry (same formula, charge and spin) ... 12.1 kcal/mol
Highest occupied orbital energy ... -4.8 eV

***

No. 3
The following is a quantum chemistry calculation of a structure of composition C8H18O5Tl, from the OMol25 dataset.

```
! RIJCOSX wB97M-V def2-TZVPD def2/J DEFGRID3
* xyz 2 2
Tl 0.0466 -0.6730 0.2144
O -0.4462 1.0670 1.2544
O -1.9502 -0.6144 -0.1745
O 0.6087 0.6519 -1.3565
O 0.4098 -2.0605 1.4973
O 2.1538 -0.3653 0.4636
C -2.6070 0.5678 0.2735
C 2.5025 0.9047 0.0628
C -0.1064 0.9689 -2.5378
C -1.8471 1.0847 1.4753
C 1.7468 -2.2555 1.8000
C 1.9179 1.2506 -1.2833
C 2.5236 -0.9424 1.7215
C -2.7022 -1.4018 -1.0892
H 0.5165 1.5773 -3.2075
H 3.6135 -1.0802 1.7497
H -3.6436 0.3342 0.5534
H 2.2048 -0.2430 2.5098
H 1.8524 2.3417 -1.3965
H -2.6204 1.3101 -0.5395
H -2.1945 2.0852 1.7599
H -0.9834 1.5486 -2.2353
H -3.0177 -0.7961 -1.9517
H 2.5051 0.7783 -2.0942
H 1.8928 -2.6544 2.8240
H -2.0602 -2.2207 -1.4318
H 0.1375 1.7834 0.7660
H 2.2324 -2.9862 1.1188
H -3.5873 -1.8079 -0.5813
H 3.3352 1.4078 0.5527
H -0.4362 0.0450 -3.0358
H -1.9976 0.3942 2.3177
*
```

Properties
HOMO-LUMO gap (alpha / beta) ... 7.99 / 9.41 eV
<S²> ... 0.753
Highest occupied orbital energy (alpha / beta) ... -15.8 / -17.3 eV

***

No. 4
The following is a quantum chemistry calculation of the ion C14H27F4N4O with charge +1, from the OMol25 dataset.

```
! RIJCOSX wB97M-V def2-TZVPD def2/J DEFGRID3
* xyz 1 1
F -4.7503 0.5184 0.1618
F -5.2350 -0.8562 -1.4565
F 2.6688 3.1802 -0.6252
F -3.9695 -1.5118 0.1895
O 4.1641 1.9238 -1.6161
N 1.1911 0.5196 -0.7907
N -0.7612 -0.7217 -0.6231
N 0.6214 -0.3069 -5.2801
N 1.1604 -1.1681 0.7883
C 0.7122 1.2504 -1.9774
C 0.2315 0.2607 2.5817
C 1.0315 0.5905 4.9957
C -0.1659 0.3141 4.0623
C -1.8616 0.2369 -0.3901
C -0.7053 -2.1011 2.2569
C 0.5139 -0.4366 -0.2099
C 0.5123 -1.1602 2.1265
C 0.9288 -0.5088 -3.8493
C 2.5217 0.8712 -0.2289
C 3.2040 2.0085 -0.9474
C 1.4389 0.8131 -3.2508
C -4.2580 -0.4603 -0.6259
C -3.0249 -0.0147 -1.3646
H 1.9604 0.3073 4.5041
H 1.0676 1.6355 5.2789
H 2.3985 1.1635 0.8078
H -1.4736 1.2366 -0.5567
H 1.6924 -1.2787 -3.7890
H 0.4073 -1.2108 -5.6893
H -0.6217 -0.6229 4.3717
H -2.7470 -0.8180 -2.0415
H 0.8318 2.3132 -1.7992
H -0.5104 0.7582 1.9544
H 1.2782 -1.5433 2.7982
H 1.3248 1.5823 -4.0084
H -3.2382 0.8673 -1.9569
H 0.9584 -0.0214 5.8889
H -0.9269 1.0745 4.2109
H 2.4982 0.7006 -3.0442
H -0.2528 0.2062 -5.3449
H -0.3463 1.0768 -2.1118
H 3.1859 0.0192 -0.2839
H 1.3645 -2.1133 0.4820
H 0.0547 -0.8727 -3.3021
H -1.0169 -1.6615 -0.3518
H -0.5471 -2.7985 3.0746
H -1.6236 -1.5664 2.4829
H -2.1971 0.2010 0.6420
H 1.1508 0.8397 2.4859
H -0.8406 -2.7151 1.3707
*
```

Properties
HOMO-LUMO gap ... 8.87 eV
Energy relative to the best compared isomer or geometry (same formula, charge and spin) ... 0.0 kcal/mol
Highest occupied orbital energy ... -12.5 eV

***

No. 5
The following is a quantum chemistry calculation of a cluster of 7 separate species, C28H77N7O7 in total, from the OMol25 dataset.

```
! RIJCOSX wB97M-V def2-TZVPD def2/J DEFGRID3
* xyz 0 1
O -4.6611 0.0310 -1.3508
O 6.1356 2.2238 -3.0760
O -3.9432 -5.9688 2.0859
O -1.0642 -0.0616 0.3717
O -2.3406 -5.7572 -4.5025
O 2.8176 6.1546 -2.4945
O 3.2414 1.1519 6.2002
N -3.5140 3.1998 -2.6583
N -1.2351 -4.5821 1.2782
N 0.2526 3.5370 -2.8211
N -1.5384 -5.2006 -1.9189
N 5.4584 0.5170 -5.2812
N 3.6242 3.6375 8.9980
N 1.3486 1.1553 -1.0665
C -1.9725 -0.5417 1.2912
C 1.1828 0.8041 0.3311
C 5.1598 1.1580 -2.8982
C -5.7357 -0.8824 -1.3517
C 0.4335 5.3012 -1.2321
C -4.5882 -7.1847 1.7508
C 6.6921 2.7240 -1.9117
C -2.8504 -4.8735 -2.2452
C -3.3752 -6.6656 -4.8060
C 2.8613 2.1566 7.0959
C 3.8228 1.1941 9.3773
C -0.2567 0.9927 0.9168
C -4.4949 2.9923 -0.3984
C 2.4137 0.9303 5.1419
C 3.2570 0.0196 -4.1820
C 4.4864 1.0048 -4.3079
C -2.6924 -6.1711 2.7265
C 2.2333 1.4631 1.2693
C -1.6116 -5.0341 2.6253
C 2.2077 5.0380 -2.9874
C -3.8334 2.2754 -1.6097
C -4.7141 1.1672 -2.2331
C 3.8614 2.3268 8.3557
C -2.2137 -3.6738 3.1676
C 4.1058 6.4388 -3.0030
C -2.7680 -4.5420 -3.7925
C 0.7094 4.8883 -2.6425
C -3.2018 -3.7251 -1.2746
H -3.4063 2.6268 -3.4830
H -2.7992 -0.9508 0.7104
H -2.2890 -7.1506 2.4697
H -1.6514 -1.3167 1.9871
H -2.9178 -3.2132 2.4745
H 2.5640 3.0708 6.5821
H 1.3853 -0.2636 0.4145
H 2.0697 2.5363 1.3672
H 2.1557 1.2177 2.3284
H 7.2082 1.8165 -1.5984
H 3.2738 1.4824 0.9452
H 5.7258 0.2825 -2.5800
H 4.3298 1.4222 -2.2429
H 4.7470 1.1677 9.9545
H -0.5344 2.0202 0.6822
H 3.0958 1.2290 10.1887
H 2.6764 0.2012 -3.2776
H -3.7063 -4.1051 -4.1345
H 4.9414 5.7926 -2.7343
H 7.3524 3.5718 -2.0945
H -4.0657 -7.6215 0.8997
H -0.6861 -5.2930 3.1395
H -3.8593 -7.0663 -3.9154
H 4.1235 6.4000 -4.0921
H 2.6338 0.1201 4.4468
H 2.9344 4.2712 -2.7191
H 0.0695 5.4944 -3.2838
H -3.4257 -5.7771 -2.0436
H -4.4743 0.8915 -3.2600
H 2.2316 4.9502 -4.0736
H -4.7547 -7.9351 2.5236
H 2.5107 0.2327 -4.9473
H 5.2014 0.6342 -6.2509
H 0.4291 3.1971 -3.7556
H 4.4899 7.3910 -2.6371
H -2.3709 0.3772 1.7214
H 5.9496 2.9762 -1.1546
H 6.3578 0.9521 -5.1332
H -5.7102 -1.6787 -0.6079
H 3.9781 3.6166 9.9438
H -4.5660 2.2712 0.4159
H -1.9158 -3.8554 1.1090
H 1.9017 1.9162 7.5534
H -2.7976 -6.4039 3.7861
H -3.3015 -3.9569 -0.2143
H -0.8514 -4.8337 -2.5620
H -2.0196 -3.8051 -4.0841
H -0.3047 0.9949 2.0058
H 0.6390 6.3551 -1.0442
H -5.7255 1.5665 -2.1582
H -5.5760 -6.9877 1.3342
H 3.6247 -0.9964 -4.3260
H 2.3599 1.7670 4.4453
H -1.4106 -6.1947 -2.0435
H -1.2140 -5.2347 0.5076
H 1.3917 0.6362 5.3810
H -4.2858 3.8210 -2.8548
H -0.6185 5.1528 -0.9885
H -2.8703 1.8961 -1.2680
H -3.8654 3.7892 -0.0024
H -1.4215 -2.9699 3.4224
H -2.7831 -3.8433 4.0815
H -4.0876 -6.1578 -5.4563
H -5.4253 3.4836 -0.6830
H 1.3559 2.1635 -1.1254
H 0.4245 0.9964 -1.4417
H 2.6525 3.7555 9.2472
H -6.7439 -0.4752 -1.2760
H 4.1031 1.9815 -4.6032
H 3.6783 0.2409 8.8687
H -5.7580 -1.3945 -2.3137
H -4.0113 -3.0434 -1.5356
H 1.1665 4.9111 -0.5259
H -0.7530 3.4931 -2.7381
H -2.4355 -2.9507 -1.2380
H -2.9210 -7.4869 -5.3602
H 4.8808 2.2086 7.9881
*
```

Properties
HOMO-LUMO gap ... 9.29 eV
Energy relative to the best compared isomer or geometry (same formula, charge and spin) ... 126.0 kcal/mol
Highest occupied orbital energy ... -8.7 eV

***

No. 6
The following is a quantum chemistry calculation of the ion C4H7N2S with charge +1, from the OMol25 dataset.

```
! RIJCOSX wB97M-V def2-TZVPD def2/J DEFGRID3
* xyz 1 1
S 2.4232 0.0568 0.7699
N 0.9783 1.1503 -2.1654
N -0.1427 -0.6658 0.2373
C -0.4104 0.4660 -0.7337
C 0.0716 0.2050 -2.1371
C 0.6632 1.4981 -0.8966
C 0.7352 -0.3450 1.3847
H -1.0801 -0.6661 0.6118
H -0.2991 -0.1639 -3.0516
H 0.7665 -1.0642 2.2623
H 0.3172 0.5024 1.9573
H 0.7506 2.5874 -0.5849
H -1.4851 0.8260 -0.5538
H 0.0490 -1.5993 -0.1487
*
```

Properties
HOMO-LUMO gap (alpha / beta) ... 8.38 / 6.96 eV
Energy relative to the best compared isomer or geometry (same formula, charge and spin) ... 128.8 kcal/mol
Highest occupied orbital energy (alpha / beta) ... -13.7 / -13.1 eV

***

No. 7
The following is a quantum chemistry calculation of a structure of composition C8H14CoN2PS, from the OMol25 dataset.

```
! RIJCOSX wB97M-V def2-TZVPD def2/J DEFGRID3
* xyz 0 5
Co -0.3247 0.1883 -0.2646
S -1.4684 0.8341 1.5261
P 1.0578 -1.8421 0.5712
N 0.3529 -0.4162 3.1837
N -1.7242 -0.5142 3.8317
C 1.1362 -0.0090 -1.5576
C -1.0601 -1.4643 4.7132
C 0.3995 -1.3456 4.3004
C 0.8570 1.3569 -1.2235
C -0.9076 -0.0422 2.8783
C -0.0600 -0.6238 -2.0252
C -0.4968 1.6340 -1.6360
C -1.0602 0.4056 -2.1319
H 2.0982 -0.4756 -1.4254
H -1.4430 -2.4795 4.5287
H 2.2371 -1.7900 1.3593
H 0.8200 -2.3039 3.9807
H -1.2120 -1.1701 5.7567
H 1.0151 -0.9246 5.0963
H -0.1687 -1.6634 -2.3287
H 0.3946 -2.9415 1.1596
H -2.7247 -0.3817 3.7744
H 1.6984 -2.6268 -0.4278
H 1.1652 -0.1453 2.6434
H 1.5502 2.0465 -0.7535
H -0.9712 2.6122 -1.6118
H -2.0482 0.2859 -2.5768
*
```

Properties
HOMO-LUMO gap (alpha / beta) ... 3.98 / 7.63 eV
Energy relative to the best compared isomer or geometry (same formula, charge and spin) ... 0.0 kcal/mol
<S²> ... 6.020
Highest occupied orbital energy (alpha / beta) ... -3.3 / -8.0 eV

***

No. 8
The following is a quantum chemistry calculation of a structure of composition C18H35N2SYb, from the OMol25 dataset.

```
! RIJCOSX wB97M-V def2-TZVPD def2/J DEFGRID3
* xyz 2 2
Yb 0.0318 -0.9875 -0.5154
S 1.3762 -0.9510 1.7886
N 0.2125 0.5874 3.6624
N 2.2524 1.3908 2.8306
C -2.1096 0.0063 -2.1565
C 2.9923 1.6137 4.0783
C 0.1983 1.5923 4.7198
C -0.6341 1.5525 -1.3484
C -1.8909 0.9472 -1.1285
C -0.8508 -0.7576 -4.2796
C -0.7336 -2.8886 -0.8770
C -0.9798 0.0067 -3.0024
C -2.8505 1.3305 -0.0466
C 3.0697 1.5311 1.6227
C 0.6866 -3.0451 -1.4122
C 1.2552 0.4397 2.8170
C -0.0405 2.6528 -0.5354
C 1.0254 -4.4469 -1.9507
C 1.2241 1.3774 -3.1395
C -3.3769 -0.7498 -2.4183
C -0.0610 0.9686 -2.5070
C -0.9902 -0.2278 3.5016
H -2.3511 1.3970 0.9303
H -0.9558 -1.8434 -4.1248
H 0.4162 -4.7283 -2.8210
H 2.0624 -4.4929 -2.2688
H -3.3074 2.3143 -0.2443
H -3.8630 -0.4030 -3.3466
H -1.6300 -0.4552 -5.0009
H -1.5856 0.0919 2.6270
H 0.8821 -2.3284 -2.2197
H -4.0934 -0.6119 -1.6011
H -3.6640 0.6010 0.0372
H 2.6443 2.5335 4.5677
H -1.0290 -1.9213 0.4967
H -1.1103 -3.8215 -0.4656
H 3.8359 2.2869 1.8279
H -1.5989 -0.0966 4.4040
H 0.5042 2.5788 4.3378
H 2.4469 1.8626 0.7806
H 0.8459 1.2953 5.5669
H 0.1214 -0.5815 -4.7515
H 4.0505 1.7565 3.8277
H 1.3775 -2.7998 -0.5871
H 1.0350 2.7589 -0.7224
H 2.9059 0.7638 4.7711
H -0.8288 1.6644 5.1010
H -0.7272 -1.2864 3.3783
H 1.0987 2.3046 -3.7250
H -3.2009 -1.8290 -2.5304
H -0.5146 3.6205 -0.7743
H 2.0008 1.5711 -2.3861
H -1.4497 -2.5957 -1.6725
H -0.1790 2.4793 0.5427
H 1.6002 0.6062 -3.8221
H 0.9034 -5.2145 -1.1817
H 3.5512 0.5806 1.3453
*
```

Properties
HOMO-LUMO gap (alpha / beta) ... 7.45 / 5.86 eV
<S²> ... 1.097
Highest occupied orbital energy (alpha / beta) ... -14.7 / -14.6 eV